No. 1
The following is a DFT calculation (ωB97M-V/def2-TZVPD) of a cluster of 4 separate species, C29H54N2O9 in total in a non-equilibrium geometry.

The orbital gap comes out at 8.69 eV. The calculated total energy is -52338.6578 eV. Its SMILES is C[C@H](C[C@H]1CNC(=O)[C@H]1CCC(N)=O)OCc1ccccc1.COCCOC.COCCOC.COCCOC. For the LUMO energy, the calculation gives 0.021 eV. The HOMO energy comes out at -8.67 eV.

Positions of all 94 atoms, in Å:
C1 4.7711 0.2984 -0.2593
C2 4.1095 0.1794 -1.7818
C3 2.7759 1.1307 -1.9228
C4 2.4460 1.6301 -3.4469
C5 1.7205 0.5575 -4.5037
N1 1.6070 1.4707 -5.7427
C6 1.5415 2.9621 -5.3514
O1 1.2599 3.9929 -6.1723
C7 1.8590 3.1255 -3.7376
C8 0.7687 3.8282 -2.7521
C9 -0.2477 2.8239 -1.9598
C10 -1.2554 1.9440 -2.9051
N2 -2.3143 1.1038 -2.1604
O2 -1.2872 1.9137 -4.2384
O3 3.9268 -1.2069 -2.2398
C11 2.9910 -1.9606 -1.3909
C12 1.7622 -2.6640 -2.2808
C13 0.3357 -1.8253 -2.3119
C14 -0.9579 -2.3828 -3.2009
C15 -0.7248 -3.8137 -3.9866
C16 0.6758 -4.6875 -3.9351
C17 1.9515 -4.0988 -3.0862
H1 5.0142 1.4447 -0.0443
H2 4.0230 -0.0359 0.5791
H3 5.7352 -0.3682 -0.1760
H4 4.9284 0.6610 -2.5046
H5 1.8276 0.5724 -1.5097
H6 2.9082 2.0923 -1.2319
H7 3.5415 1.6788 -3.9195
H8 0.6503 0.1633 -4.2427
H9 2.5637 -0.1850 -4.8295
H10 0.6677 1.3447 -6.2136
H11 2.7516 3.9182 -3.7325
H12 1.3079 4.5745 -2.0026
H13 0.0866 4.5280 -3.4375
H14 -0.9521 3.5227 -1.2947
H15 0.2749 2.1005 -1.1802
H16 -2.5565 1.6975 -1.3108
H17 -1.9212 0.1810 -1.8719
H18 3.5495 -2.8488 -0.8663
H19 2.4762 -1.3179 -0.5579
H20 0.1506 -0.8013 -1.7394
H21 -1.9436 -1.7482 -3.2316
H22 -1.6368 -4.2379 -4.6005
H23 0.7473 -5.7159 -4.5109
H24 2.9830 -4.6748 -3.0076
C18 -5.4272 2.0722 -0.9954
O4 -4.7455 1.8105 0.2269
C19 -4.9043 2.8705 1.1745
C20 -5.9537 2.5187 2.2337
O5 -7.2613 2.4320 1.6581
C21 -7.6695 1.0845 1.4486
H25 -5.4728 1.1425 -1.5686
H26 -6.4492 2.4250 -0.8269
H27 -4.8717 2.8149 -1.5741
H28 -5.1548 3.8116 0.6697
H29 -3.9365 3.0036 1.6694
H30 -5.9852 3.3195 2.9765
H31 -5.6927 1.5893 2.7546
H32 -7.9420 0.6289 2.4050
H33 -6.8885 0.4914 0.9677
H34 -8.5496 1.0889 0.7993
C22 -3.6035 -2.8943 1.4108
O6 -2.8415 -1.7379 1.0802
C23 -3.3630 -0.5524 1.6881
C24 -2.5489 -0.1552 2.9236
O7 -2.6947 -1.1191 3.9716
C25 -1.5723 -1.9897 4.0628
H35 -3.0263 -3.7782 1.1268
H36 -3.8178 -2.9510 2.4824
H37 -4.5403 -2.8904 0.8474
H38 -4.4237 -0.6760 1.9389
H39 -3.2860 0.2477 0.9444
H40 -2.9332 0.7931 3.3074
H41 -1.4918 -0.0096 2.6698
H42 -0.7311 -1.4601 4.5193
H43 -1.2762 -2.3779 3.0856
H44 -1.8434 -2.8343 4.7026
C26 5.4718 -2.6964 5.6018
O8 5.1348 -1.3528 5.9308
C27 5.7808 -0.4061 5.0744
C28 4.8233 0.1167 3.9989
O9 4.4602 -0.9197 3.0809
C29 3.1641 -1.4450 3.3466
H45 4.7730 -3.3612 6.1165
H46 5.3999 -2.8851 4.5263
H47 6.4853 -2.9161 5.9475
H48 6.6816 -0.8391 4.6225
H49 6.0930 0.4331 5.7048
H50 5.3338 0.8903 3.4200
H51 3.9321 0.5700 4.4502
H52 2.4027 -0.7339 3.0135
H53 3.0226 -1.6659 4.4070
H54 3.0472 -2.3740 2.7813

Atom charges from the Mulliken analysis, given in e for atoms 1 to 2:
1. C -0.95
2. C 0.12


No. 2
The following is a DFT calculation (ωB97M-V/def2-TZVPD) of a structure of composition C29H55AlBrF2N3O13SSi2 in a non-equilibrium geometry.

The orbital gap comes out at 0.79 eV. The calculated total energy is -170703.0218 eV. The charge is -2. For the LUMO energy, the calculation gives -1.700 eV. The HOMO energy comes out at -2.49 eV.

Positions of all 107 atoms, in Å:
C1 2.9458 1.5126 -0.0657
C2 2.2793 1.4132 -1.5658
O1 2.2846 0.2961 -2.3350
N1 1.6294 2.6956 -2.1266
C3 2.8300 3.6587 -2.2313
C4 0.6123 3.2566 -1.1581
C5 -0.6221 2.5716 -0.6877
C6 -1.2852 1.1132 -1.0366
C7 -0.4939 -0.1791 -0.4103
F1 -0.2496 -1.1415 -1.5487
C8 -1.4251 3.5653 0.3390
O2 -2.7009 3.3934 0.7698
O3 -0.5139 4.6937 0.7136
C9 0.4999 4.6870 -0.3654
O4 1.1124 5.8645 -0.5292
H1 4.1030 1.3120 -0.1623
H2 2.8384 2.6065 0.3949
H3 2.5128 0.7510 0.7108
H4 3.1143 4.1365 -1.1882
H5 2.6853 4.4378 -3.0926
H6 3.7499 2.9544 -2.5121
H7 -1.4644 0.9069 -2.1759
H8 -2.3688 1.1147 -0.5353
H9 -1.1565 -0.8007 0.3634
H10 0.5118 0.0673 0.1355
N2 -5.0010 1.7374 -1.5700
H11 -4.6316 1.9713 -2.4991
H12 -4.9144 0.7266 -1.4119
H13 -4.4680 2.2429 -0.8527
H14 -5.9897 2.0088 -1.5165
C10 -2.7898 -3.0746 1.9848
C11 -2.9283 -4.2429 2.7336
C12 -3.6239 -4.2193 3.9420
C13 -4.1900 -3.0282 4.3973
C14 -4.0548 -1.8607 3.6466
C15 -3.3512 -1.8823 2.4427
H15 -2.2447 -3.0926 1.0447
H16 -2.4929 -5.1724 2.3754
H17 -3.7258 -5.1284 4.5285
H18 -4.7363 -3.0107 5.3366
H19 -4.4975 -0.9329 4.0008
H20 -3.2413 -0.9714 1.8609
C16 -6.4690 4.7031 0.7132
C17 -6.3731 4.0499 2.0763
O5 -5.4303 2.9886 2.0404
H21 -6.7701 3.9714 -0.0438
H22 -7.1953 5.5208 0.7227
H23 -5.4962 5.0990 0.4039
H24 -7.3418 3.6363 2.3718
H25 -6.0599 4.7722 2.8365
H26 -4.5717 3.3677 1.7853
C18 -4.4052 -4.6538 -1.8851
C19 -3.3104 -5.2004 -0.9853
O6 -3.6185 -6.2324 -0.3268
O7 -2.2286 -4.5492 -1.0122
H27 -5.3145 -5.2588 -1.8181
H28 -4.6497 -3.6286 -1.5915
H29 -4.0656 -4.6539 -2.9250
F2 -2.7418 -2.6893 -2.4063
Al1 -5.1418 -1.8351 -1.2419
O8 -2.8032 -6.2241 6.7122
C20 -2.9580 -5.4748 7.6729
O9 -3.6549 -4.3223 7.5375
C21 -4.0699 -3.4861 8.6324
C22 -2.9782 -2.5046 9.0090
C23 -2.2999 -5.7682 8.9894
H30 -4.4078 -4.0863 9.4830
H31 -4.9460 -2.9299 8.2817
H32 -2.0779 -3.0176 9.3568
H33 -3.3204 -1.8315 9.7998
H34 -2.6854 -1.9056 8.1395
H35 -1.2819 -5.3665 8.9818
H36 -2.2567 -6.8529 9.1199
H37 -2.8447 -5.3810 9.8477
C24 5.3781 4.8009 -4.5777
Si1 6.1890 3.3738 -5.5136
C25 6.0354 3.7558 -7.3428
C26 5.1930 1.8301 -5.1372
N3 7.8441 3.2539 -4.9850
Si2 8.9097 2.0401 -5.6356
C27 9.1712 2.2185 -7.4839
C28 8.3286 0.2934 -5.2785
C29 10.6000 2.2407 -4.8130
H38 4.3317 4.9063 -4.8849
H39 5.4017 4.6209 -3.4992
H40 5.8924 5.7435 -4.7866
H41 5.0080 4.0490 -7.5808
H42 6.2767 2.8867 -7.9585
H43 6.6948 4.5814 -7.6271
H44 5.3473 1.5063 -4.1039
H45 5.4560 1.0070 -5.8051
H46 4.1249 2.0298 -5.2711
H47 8.2934 1.8980 -8.0485
H48 10.0112 1.5950 -7.8071
H49 9.3998 3.2546 -7.7489
H50 8.0502 0.1810 -4.2263
H51 9.1295 -0.4211 -5.4927
H52 7.4723 0.0184 -5.8984
H53 10.5210 2.1137 -3.7285
H54 11.0148 3.2327 -5.0188
H55 11.2971 1.4906 -5.1969
Br1 3.5582 4.2925 0.6911
O10 -3.7842 -8.4184 5.2633
S1 -5.1418 -8.0016 4.8675
O11 -5.8524 -9.1462 4.2690
O12 -5.0528 -6.9088 3.8820
O13 -5.8778 -7.5330 6.0560

Atom charges from the Mulliken analysis, given in e for atoms 1 to 2:
1. C -0.60
2. C 0.41


No. 3
The following is a DFT calculation (ωB97M-V/def2-TZVPD) of a cluster of 5 separate species, C29H55Cl12FN5O7S in total in a non-equilibrium geometry.

The orbital gap comes out at 8.02 eV. The calculated total energy is -216550.3232 eV. The charge is +1. For the LUMO energy, the calculation gives -2.627 eV. The HOMO energy comes out at -10.65 eV.

Positions of all 110 atoms, in Å:
C1 6.6689 3.8260 0.2398
C2 6.3426 5.3785 0.4496
O1 4.9663 5.6471 0.8006
C3 4.6988 5.4235 2.2032
C4 4.0422 3.9777 2.5115
C5 2.8927 3.6115 1.4423
C6 2.5915 2.0070 1.3918
C7 2.3354 1.4404 -0.0717
N1 0.8839 1.2648 -0.4831
C8 0.3480 2.6732 -0.5091
O2 -0.8483 2.8661 -1.2796
O3 -0.7345 4.1307 -1.8223
C9 0.8929 0.6055 -1.8652
N2 1.5999 1.4010 -2.8891
C10 0.7282 1.8677 -4.0007
C11 2.8824 0.8577 -3.3273
C12 3.0991 0.1123 -4.7513
O4 3.9569 0.9570 -2.6690
C13 1.2718 -0.9616 -1.8164
C14 0.7267 -1.6328 -3.2034
C15 -0.7979 -2.1568 -2.9870
O5 -1.4330 -2.3099 -4.2975
N3 0.5095 -1.7375 -0.7410
S1 1.4339 -3.2451 -0.5957
C16 0.6192 -1.1063 0.6007
F1 1.8755 -1.2676 1.2794
N4 -0.3937 -1.8066 1.4607
C17 0.1416 -2.2206 2.6075
C18 0.6838 -3.7308 2.8020
C19 0.2615 -1.2971 3.9311
C20 0.0910 0.4045 0.4757
O6 -1.2981 0.2675 0.0631
C21 -2.1862 1.0468 0.9014
C22 -2.9428 0.1959 2.0441
N5 -4.4333 0.3890 1.8518
C23 -4.8983 -0.5116 0.7484
C24 -5.6633 0.2552 -0.4433
C25 -4.7529 0.3600 -1.7877
O7 -6.7871 -0.6120 -0.8245
H1 7.8130 3.6975 0.2890
H2 6.2414 3.1374 1.0376
H3 6.2372 3.4796 -0.7622
H4 7.0676 5.9055 1.1684
H5 6.5153 5.8834 -0.5716
H6 3.9382 6.2303 2.5155
H7 5.6570 5.6140 2.7912
H8 4.8177 3.1551 2.6409
H9 3.5301 4.0951 3.5347
H10 1.9260 4.0702 1.8714
H11 3.1259 3.9660 0.3874
H12 1.8164 1.7873 2.1846
H13 3.5723 1.5268 1.7638
H14 2.9449 0.4741 -0.1754
H15 2.8605 2.1855 -0.7760
H16 1.1077 3.4559 -0.8329
H17 0.0927 2.9277 0.5884
H18 -1.5691 4.5891 -1.5613
H19 -0.2060 0.5961 -2.2202
H20 1.2653 2.7684 -4.4804
H21 0.5697 1.1182 -4.8440
H22 -0.2944 2.2454 -3.6869
H23 4.2014 0.2403 -5.0574
H24 2.4886 0.5699 -5.5911
H25 2.9587 -1.0258 -4.6523
H26 2.3693 -1.1798 -1.6202
H27 1.3700 -2.5477 -3.4409
H28 0.6576 -0.8830 -4.0538
H29 -1.4328 -1.3772 -2.4237
H30 -0.8475 -3.1481 -2.4387
H31 -1.6702 -1.3885 -4.5415
H32 2.7747 -2.9412 -0.4068
H33 1.7723 -3.6914 2.4233
H34 0.6187 -4.0887 3.8756
H35 0.0736 -4.3660 2.0766
H36 -0.1383 -1.9296 4.7970
H37 -0.4075 -0.3660 3.8638
H38 1.3519 -1.0319 4.1711
H39 0.0342 0.8207 1.5293
H40 -1.7178 2.0188 1.3104
H41 -3.0278 1.4188 0.2057
H42 -2.7219 0.5900 3.0909
H43 -2.7661 -0.9247 1.9749
H44 -4.9417 0.1505 2.7095
H45 -4.0668 -1.1242 0.2650
H46 -5.6504 -1.2758 1.1698
H47 -6.0756 1.2731 -0.1591
H48 -5.0743 -0.4159 -2.5766
H49 -3.6466 0.1685 -1.5894
H50 -4.8707 1.3762 -2.2898
H51 -6.4280 -1.4976 -1.0703
C26 -1.5178 -7.1554 3.2948
Cl1 -2.2249 -8.1546 4.5707
Cl2 -2.4975 -5.7057 3.0247
Cl3 0.1467 -6.7136 3.7003
H52 -1.5031 -7.7345 2.3750
C27 -4.2907 1.7930 -5.8960
Cl4 -5.9895 1.3167 -5.9915
Cl5 -4.1270 3.3585 -5.0881
Cl6 -3.3456 0.5565 -5.0508
H53 -3.9035 1.8874 -6.9081
C28 1.8886 -9.0263 0.7532
Cl7 2.3994 -7.4539 1.3865
Cl8 0.1766 -9.3154 1.0953
Cl9 2.1979 -9.1261 -0.9847
H54 2.4708 -9.7998 1.2493
C29 -6.7324 -0.1860 5.7701
Cl10 -7.6944 -0.5235 4.3246
Cl11 -6.9434 -1.4655 6.9716
Cl12 -5.0222 -0.0046 5.3483
H55 -7.0793 0.7502 6.2018

Atom charges from the Mulliken analysis, given in e for atoms 1 to 2:
1. C -0.59
2. C -0.39


No. 4
The following is a DFT calculation (ωB97M-V/def2-TZVPD) of a cluster of 7 separate species, C29H55N2O10 in total in a non-equilibrium geometry.

The calculation puts the energy relative to the best compared isomer or geometry (same formula, charge and spin) at 0.0 kJ/mol. The orbital gap comes out at 6.47 eV. The calculated total energy is -54415.2828 eV. The charge is -1. For the LUMO energy, the calculation gives 1.851 eV. The HOMO energy comes out at -4.62 eV.

Positions of all 96 atoms, in Å:
O1 -1.6389 2.0604 2.5525
C1 -1.3959 2.2235 1.3224
C2 0.0247 1.8117 0.6962
C3 1.1181 3.0036 0.7711
C4 2.5470 2.7972 1.4506
C5 2.9391 1.3923 2.1309
O2 2.3920 1.1673 3.2804
O3 3.8234 0.4960 1.5718
C6 3.5788 3.9426 1.4755
C7 3.2786 5.3739 0.8666
N1 4.3361 6.3457 0.9434
C8 3.8834 7.5758 0.3803
C9 2.4803 7.8454 -0.2271
N2 1.4631 6.8516 -0.3321
C10 1.8855 5.5992 0.2319
C11 0.8440 4.4068 0.1886
O4 -0.4509 4.5929 -0.4386
H1 -2.1896 2.6709 0.6222
H2 0.4344 0.8997 1.2692
H3 -0.1622 1.4526 -0.3785
H4 4.5979 3.7184 1.9537
H5 4.6272 8.4567 0.3932
H6 2.2504 8.8934 -0.6242
H7 -0.9873 5.2303 0.0820
C12 -0.6940 -0.1561 -5.0693
C13 -1.0372 0.1906 -3.6284
C14 -2.5416 0.2706 -3.4193
O5 -0.4453 1.4430 -3.2899
H8 -1.0690 0.6097 -5.7565
H9 0.3899 -0.1985 -5.2050
H10 -1.1204 -1.1211 -5.3557
H11 -0.6130 -0.5627 -2.9583
H12 -2.9822 1.0512 -4.0483
H13 -2.7718 0.5321 -2.3827
H14 -3.0244 -0.6816 -3.6555
H15 -0.8167 2.1139 -3.8784
C15 -1.1068 -2.6481 4.6910
C16 -0.0951 -2.2063 3.6440
C17 0.8558 -1.1588 4.1969
O6 -0.7860 -1.6704 2.5156
H16 -1.7218 -1.8046 5.0215
H17 -1.7906 -3.3932 4.2725
H18 -0.6097 -3.0800 5.5638
H19 0.4751 -3.0727 3.2960
H20 0.3110 -0.2623 4.5098
H21 1.5672 -0.8434 3.4310
H22 1.4136 -1.5454 5.0546
H23 -1.2930 -0.9022 2.8145
C18 3.2957 -3.6705 -5.6378
C19 1.9770 -2.9329 -5.4678
C20 0.8686 -3.8724 -5.0189
O7 1.6102 -2.3279 -6.7071
H24 3.2110 -4.4511 -6.4013
H25 4.0789 -2.9846 -5.9726
H26 3.6133 -4.1329 -4.6998
H27 2.0969 -2.1295 -4.7355
H28 0.6995 -4.6601 -5.7600
H29 -0.0747 -3.3294 -4.9141
H30 1.1101 -4.3410 -4.0618
H31 1.5016 -3.0309 -7.3615
C21 -1.3257 -7.4087 -1.6601
C22 -0.8758 -6.1500 -2.3839
C23 -1.8130 -4.9861 -2.1034
O8 -0.8360 -6.3958 -3.7881
H32 -2.3228 -7.7164 -1.9912
H33 -0.6494 -8.2402 -1.8790
H34 -1.3502 -7.2523 -0.5789
H35 0.1390 -5.8891 -2.0702
H36 -2.8271 -5.2088 -2.4517
H37 -1.4840 -4.0908 -2.6385
H38 -1.8532 -4.7601 -1.0348
H39 -1.7297 -6.6266 -4.0751
C24 0.8795 8.9427 4.0811
C25 1.3112 10.2059 3.3530
C26 0.3686 11.3632 3.6451
O9 1.3371 9.9581 1.9496
H40 -0.1191 8.6288 3.7600
H41 1.5589 8.1169 3.8529
H42 0.8659 9.0957 5.1635
H43 2.3275 10.4748 3.6545
H44 -0.6479 11.1332 3.3091
H45 0.6842 12.2610 3.1063
H46 0.3396 11.5889 4.7144
H47 0.4423 9.7188 1.6719
C27 -3.9251 -7.8190 3.1517
C28 -2.9119 -7.3750 2.1081
C29 -1.9626 -6.3276 2.6654
O10 -3.5955 -6.8341 0.9809
H48 -4.5395 -6.9755 3.4830
H49 -4.6085 -8.5623 2.7316
H50 -3.4293 -8.2530 4.0239
H51 -2.3416 -8.2408 1.7594
H52 -2.5093 -5.4323 2.9785
H53 -1.2487 -6.0102 1.9004
H54 -1.4068 -6.7146 3.5235
H55 -4.1025 -6.0669 1.2795

Atom charges from the Mulliken analysis, given in e for atoms 1 to 2:
1. O -0.54
2. C 0.07